1.
C4H6O2 | the ωB97M-V functional and the def2-TZVPD basis

Each line ends with the Löwdin charge.
Element x y z (Å)
C: -1.11 0.88 -0.02  -0.38
C: 0.39 1.07 -0.24  -0.03
H: 0.70 1.51 -1.20  0.12
C: 0.54 -0.46 -0.13  -0.39
H: 0.69 -0.90 -1.12  0.14
H: -1.53 -1.31 -0.28  0.12
H: 0.89 1.62 0.57  0.13
C: -0.93 -0.61 0.31  -0.03
O: -2.07 1.60 -0.13  0.10
O: 1.52 -0.97 0.72  -0.01
H: -1.06 -0.84 1.37  0.13
H: 1.98 -1.59 0.15  0.09

Summary:
* structure (SMILES): O=C1CC(O)C1
* highest occupied orbital energy: -9.571 eV
* frontier orbital gap: 10.18 eV
* LUMO: 0.612 eV

=====

2.
C4H8S3 | the ωB97M-V functional and the def2-TZVPD basis

Each line ends with the Löwdin charge.
Element x y z (Å)
C: -0.34 0.88 -0.37  -1.00
C: -0.51 -1.65 -0.34  -0.01
C: 0.09 -0.53 -0.54  -0.79
H: 2.32 -0.35 1.52  -0.18
S: 1.82 -1.34 2.34  0.50
S: -0.31 1.62 1.22  0.78
H: 2.65 -2.27 1.92  -0.23
S: 1.33 0.45 -1.21  0.86
H: 0.01 -2.48 -0.70  0.05
H: -1.41 -1.65 0.33  0.11
H: 0.47 0.73 1.84  -0.21
C: -1.37 1.46 -1.32  -0.14
H: -1.08 2.54 -1.64  0.11
H: -2.31 1.73 -0.86  0.07
H: -1.36 0.86 -2.19  0.06

Summary:
* structure (SMILES): C=C1S[C@]1(C)S.S
* highest occupied orbital energy: -8.550 eV
* frontier orbital gap: 9.12 eV
* LUMO: 0.570 eV

=====

3.
H20O10 | the ωB97M-V functional and the def2-TZVPD basis

Each line ends with the Löwdin charge.
Element x y z (Å)
H: -2.11 -0.65 1.46  0.04
H: 0.40 -2.18 -1.24  0.06
O: -2.44 0.88 0.91  -0.08
H: -1.85 -1.59 0.23  0.04
O: 0.85 2.21 -1.16  -0.07
H: -0.62 1.44 -1.35  0.04
H: 2.97 0.04 -1.97  0.07
H: -1.68 -0.38 -1.68  0.01
H: -2.36 -1.82 -1.79  0.11
H: -0.35 -1.78 1.56  0.03
O: 1.96 0.37 1.73  -0.03
O: -1.59 1.26 -1.48  -0.07
H: -1.82 1.45 1.42  0.05
H: 0.70 3.16 1.27  0.05
O: 0.64 -1.98 1.54  -0.07
O: 1.39 -2.26 -1.06  -0.09
H: 1.88 -0.71 -1.21  0.01
H: 1.46 1.43 -1.24  0.02
H: 0.67 -2.90 1.65  0.04
O: 2.47 0.08 -1.15  -0.06
H: 0.54 2.11 -0.25  -0.01
O: -1.51 -1.34 -1.57  -0.09
H: -1.97 2.06 -1.89  0.11
H: 1.39 -2.29 -0.06  0.04
H: -2.26 1.11 -0.03  0.00
H: 2.33 0.38 0.89  -0.02
O: -1.91 -1.62 1.25  -0.12
H: 0.98 1.69 1.77  0.00
H: 1.58 -0.54 1.85  0.05
O: 0.28 2.37 1.60  -0.07

Summary:
* structure (SMILES): O.O.O.O.O.O.O.O.O.O
* highest occupied orbital energy: -11.068 eV
* frontier orbital gap: 11.34 eV
* LUMO: 0.271 eV

=====

4.
C21H23F2N3O4S | the ωB97M-V functional and the def2-TZVPD basis

Each line ends with the Löwdin charge.
Element x y z (Å)
H: 1.73 -1.41 1.38  0.13
C: -2.07 -0.43 2.07  -0.21
H: -5.92 1.88 1.88  0.14
C: 5.58 0.23 -3.74  -0.06
O: 3.60 1.50 -0.91  0.07
C: 3.29 0.48 -4.40  -0.02
C: 2.94 0.88 -3.11  -0.14
C: 1.55 1.19 -2.79  -0.01
H: -1.03 -2.72 1.25  0.10
F: 5.28 1.71 0.56  0.09
H: 4.84 -0.17 -5.71  0.10
H: -5.26 1.79 -1.10  0.07
C: 3.95 0.98 -2.15  -0.19
C: -4.88 3.54 0.99  -0.05
O: 2.35 -0.90 -0.77  0.11
H: 6.04 0.76 -1.72  0.12
H: 1.79 -3.84 1.67  0.13
F: 3.33 1.08 1.21  0.11
C: -0.50 -3.61 3.96  -0.10
C: 4.59 0.15 -4.71  -0.08
C: -5.93 1.62 -0.26  -0.05
H: -4.20 3.72 0.16  0.07
C: -1.89 0.31 0.90  -0.13
H: -6.19 0.57 -0.22  0.08
H: 0.27 -0.92 2.26  0.13
N: -2.34 -1.01 3.03  0.19
C: -0.79 0.30 0.08  -0.36
C: 1.32 -0.25 -0.75  -0.41
H: -0.29 -3.51 5.03  0.09
C: -5.25 2.06 1.03  -0.39
O: -2.89 1.82 -0.57  -0.09
C: 0.64 -1.33 1.32  -0.12
N: -4.07 1.24 1.29  0.11
C: 5.26 0.66 -2.46  0.00
C: 0.87 0.74 -1.73  -0.37
C: 0.74 -3.77 1.95  -0.24
H: -5.77 4.14 0.86  0.08
H: -4.39 3.84 1.91  0.08
H: 2.51 0.41 -5.15  0.12
H: 0.27 -4.75 1.77  0.12
C: 4.19 0.98 0.18  -0.48
C: -3.00 1.19 0.48  -0.46
H: 1.03 1.84 -3.49  0.12
S: -0.78 1.27 -1.36  1.20
H: -1.21 -2.84 3.66  0.04
C: 0.05 -2.72 1.06  -0.13
H: 0.22 -3.00 0.02  0.13
H: 6.60 -0.03 -3.98  0.11
O: 0.75 -3.47 3.32  -0.19
H: 4.51 -0.07 0.08  0.17
H: -0.93 -4.60 3.77  0.09
H: -6.84 2.20 -0.42  0.08
H: -4.05 0.69 2.13  0.12
N: 0.36 -0.41 0.24  0.00

Summary:
* structure (SMILES): COCCCn1c(=O)/c(=C\c2ccccc2OC(F)F)s/c1=C(/C#N)C(=O)NC(C)C
* highest occupied orbital energy: -8.432 eV
* frontier orbital gap: 7.72 eV
* LUMO: -0.708 eV

=====

5.
C36H26Cl2N4NiO9 | the ωB97M-V functional and the def2-TZVPD basis

Each line ends with the Löwdin charge.
Element x y z (Å)
N: -0.15 -3.14 1.44  0.12
H: -0.69 2.11 -5.05  0.09
N: 1.81 0.95 0.67  0.17
H: -0.18 -0.04 -4.80  0.09
C: 0.17 2.37 -4.43  -0.11
H: 1.60 -6.46 2.25  0.08
C: -0.08 -5.54 1.25  -0.18
O: -0.08 4.39 -0.37  -0.09
H: 0.45 4.88 -2.24  0.08
H: -1.59 2.36 3.32  0.09
H: -2.42 5.70 -0.22  0.09
C: 0.95 -3.14 2.15  -0.11
H: 4.67 3.04 -1.73  0.09
H: 3.56 3.44 -3.06  0.08
H: 3.49 4.37 -1.54  0.09
H: 4.41 -1.20 -3.41  0.08
H: 1.31 -2.17 2.48  0.12
C: -1.35 -0.33 5.43  -0.28
O: 0.08 1.40 4.41  0.02
H: -0.55 6.12 -1.43  0.09
C: -0.73 -0.87 -0.97  -0.07
C: -0.31 -0.27 -3.75  -0.05
C: -2.49 -1.12 4.79  -0.29
H: -4.10 5.36 1.56  0.09
O: -2.40 -2.98 -0.05  -0.11
C: -0.40 5.04 -1.58  -0.09
N: 0.35 2.50 1.53  0.15
O: -1.04 -0.34 6.60  0.07
C: 2.40 0.38 -0.46  -0.22
C: -1.10 -0.26 3.10  -0.30
H: 2.12 -1.62 0.19  0.09
C: 3.65 0.61 -2.54  -0.05
C: -3.18 4.78 1.57  -0.11
H: 0.33 3.45 -4.47  0.08
H: -0.69 2.35 -0.75  0.12
C: 0.71 1.61 0.52  -0.38
H: 4.06 1.25 -3.31  0.09
Cl: -3.85 -5.28 -1.29  0.64
C: 2.93 1.18 -1.49  -0.22
C: -1.89 -4.12 0.19  -0.39
C: -0.66 0.42 4.30  -0.32
C: -2.11 -1.19 3.37  -0.29
C: 1.11 -5.52 2.02  -0.04
H: -0.54 -2.38 -4.05  0.09
H: -3.66 3.71 3.36  0.10
O: -3.49 -1.52 5.36  0.06
C: -2.24 4.96 0.55  -0.04
O: 2.69 2.53 -1.41  -0.09
C: -0.52 -1.57 -3.32  -0.10
C: -1.84 -6.57 -0.03  -0.16
O: -0.67 -0.08 1.91  -0.06
H: -1.30 4.62 -2.03  0.10
C: -0.84 3.24 1.54  -0.16
H: 3.40 -2.64 -1.66  0.09
H: 1.06 1.87 -4.83  0.09
C: -2.41 -5.33 -0.30  -0.59
O: -2.57 -1.92 2.44  0.00
C: -0.67 -4.29 0.99  -0.12
O: -0.03 2.05 -3.08  -0.11
C: 1.63 -4.34 2.46  -0.05
Ni: -1.45 -1.44 0.71  0.55
H: 2.54 -4.31 3.04  0.10
H: 0.64 2.14 2.43  0.12
C: -0.73 -1.85 -1.99  -0.10
H: -0.94 -2.88 -1.74  0.08
C: 2.58 -1.00 -0.57  -0.02
C: 3.84 -0.76 -2.60  -0.12
C: -0.70 -6.69 0.72  -0.63
C: 3.29 -1.57 -1.62  -0.10
C: -1.07 4.22 0.55  -0.23
C: -2.94 3.86 2.57  -0.09
Cl: -0.02 -8.28 1.01  0.61
C: 3.66 3.38 -1.97  -0.11
N: -0.10 1.55 -0.59  0.16
C: -1.78 3.10 2.55  0.01
H: -2.30 -7.46 -0.44  0.09
C: -0.25 0.72 -2.78  -0.22
C: -0.38 0.41 -1.41  -0.16

Summary:
* net charge: -2
* highest occupied orbital energy (spin up / spin down): -1.828 / -1.825 eV
* frontier orbital gap (spin up / spin down): 5.67 / 5.67 eV
* LUMO (spin up / spin down): 3.845 / 3.845 eV

=====

Calculated energy above the lowest of the compared OMol25 structures with the same formula, charge and spin in order - 32.20; 48.52; 29.20; 1.75; 9.23 kcal per mole